A cluster of 11 separate species, C48H117N3O12 in total in a non-equilibrium geometry, computed with ωB97M-V/def2-TZVPD.

Computed properties:
Molar mass: 928.473 g mol⁻¹
SMILES string: CC1(C)CCCC(C)(C)N1O.CC1(C)CCCC(C)(C)N1O.COCCNCCOC.CC(C)O.CC(C)O.CC(C)O.CC(C)O.CC(C)O.CC(C)O.CC(C)O.CC(C)O
2S+1: 1
E_LUMO: 0.5 eV
Relative energy (zero: lowest compared OMol25 entry of this formula, charge and spin): 237.2 kJ/mol
HOMO: -8.4 eV

Positions of all 180 atoms, in Å:
C  1.7826  -3.3920  0.3870
C  1.1669  -3.5672  1.7803
C  -0.3294  -3.2204  1.5918
C  -1.2249  -3.7513  2.6986
C  -0.9805  -5.2696  2.9531
C  0.5314  -5.6148  3.2086
N  1.2485  -5.0299  2.0274
O  2.6150  -5.4109  2.1471
C  0.9858  -5.1077  4.5541
C  0.5803  -7.1868  3.0382
C  1.8239  -2.6476  2.7798
H  1.1992  -4.0323  -0.2898
H  2.8717  -3.6629  0.4305
H  1.7965  -2.4246  0.0258
H  -0.2917  -2.0956  1.6039
H  -0.6474  -3.7110  0.6840
H  -2.2124  -3.4096  2.4765
H  -1.0666  -3.2772  3.6740
H  -1.2495  -5.8297  2.0847
H  -1.5177  -5.7079  3.7243
H  2.0394  -5.1472  4.6394
H  0.6368  -4.0877  4.6557
H  0.5499  -5.7311  5.3481
H  1.5644  -7.5890  3.3136
H  -0.1583  -7.6135  3.7441
H  0.4015  -7.4952  2.0196
H  1.1671  -2.2713  3.5547
H  2.2086  -1.7454  2.3669
H  2.7084  -3.1398  3.2371
H  2.6625  -6.1232  1.5178
C  6.3927  2.0250  -2.9904
C  6.3746  1.1393  -1.6775
C  7.8395  1.0901  -1.1420
C  7.9149  0.4586  0.3191
C  7.0533  1.2652  1.2408
C  5.5517  1.3355  0.7368
N  5.5157  1.8030  -0.6998
O  4.1925  1.7848  -1.1443
C  4.9059  -0.0806  0.9697
C  4.7592  2.2522  1.6398
C  5.8770  -0.2893  -2.0287
H  6.5735  3.0667  -2.6914
H  5.4562  1.9878  -3.5458
H  7.2894  1.6911  -3.5978
H  8.2845  0.5111  -1.9557
H  8.3772  2.0736  -1.1164
H  8.9498  0.4410  0.6148
H  7.4255  -0.5381  0.2614
H  7.3653  2.3953  1.3225
H  7.1100  0.8844  2.2489
H  4.8153  -0.3769  2.0148
H  3.8703  -0.0372  0.4756
H  5.4069  -0.8075  0.4079
H  5.1843  2.2261  2.6667
H  4.8442  3.3114  1.2647
H  3.7122  1.9887  1.7018
H  4.7666  -0.3337  -2.0539
H  6.2675  -1.0420  -1.3375
H  6.1555  -0.5157  -3.0350
H  4.0544  2.6383  -1.5571
C  1.5032  5.1198  -2.5409
C  2.9704  5.1565  -2.8937
C  3.8477  5.8664  -1.8851
O  3.5387  3.8478  -2.9443
H  1.0061  4.6297  -3.3305
H  1.1460  6.1810  -2.4754
H  1.4213  4.5335  -1.5707
H  3.0749  5.6577  -3.9125
H  4.8850  5.9287  -2.2102
H  3.8003  5.3086  -0.9148
H  3.4939  6.8921  -1.7869
H  3.0204  3.3319  -3.5725
C  2.0036  -4.2179  -3.0411
C  0.7887  -3.5454  -3.7057
C  -0.1841  -4.5778  -4.2724
O  0.0986  -2.8542  -2.6672
H  1.6622  -4.9302  -2.3041
H  2.6490  -3.4593  -2.6446
H  2.5028  -4.9204  -3.7147
H  1.1161  -2.9315  -4.5197
H  -0.8063  -5.1735  -3.5485
H  0.4036  -5.3691  -4.6840
H  -0.8313  -4.1859  -5.0504
H  0.5591  -1.9955  -2.4191
C  -5.1780  1.0841  1.4001
C  -4.3984  0.3114  0.2700
C  -5.3163  -0.5092  -0.5806
O  -3.5969  1.2256  -0.4727
H  -4.3667  1.6388  1.9580
H  -5.7437  0.5038  2.1711
H  -5.7894  1.7482  0.8447
H  -3.6772  -0.2925  0.7871
H  -5.6374  -1.3030  0.0810
H  -4.7144  -0.9630  -1.3835
H  -6.1588  0.1363  -0.9191
H  -4.0463  1.6300  -1.2239
C  1.7621  3.9690  3.2623
C  1.0407  2.5842  3.1254
C  1.6847  1.6663  4.1773
O  -0.3334  2.6620  3.3451
H  1.3637  4.6575  2.4298
H  2.8591  3.8762  3.1983
H  1.5894  4.4950  4.2089
H  1.2339  2.0801  2.1455
H  2.7787  1.5445  4.0694
H  1.3047  0.6046  4.1789
H  1.4821  2.0419  5.1905
H  -0.7428  2.5352  2.5050
C  -0.8029  5.4074  0.3721
C  -1.6965  4.4680  1.1897
C  -3.1784  4.7954  0.9874
O  -1.4604  3.1862  0.6414
H  -0.7324  5.0589  -0.6365
H  0.2313  5.2743  0.6628
H  -1.1427  6.4213  0.3715
H  -1.4649  4.5486  2.2628
H  -3.7209  4.1114  1.5993
H  -3.4711  4.7259  -0.0869
H  -3.4738  5.7973  1.3973
H  -2.2928  2.6771  0.5235
C  -1.3376  0.1104  6.6770
C  -1.8118  -0.6430  5.4216
C  -3.2215  -0.2575  4.9488
O  -0.8898  -0.4894  4.3672
H  -0.3593  -0.3092  6.9568
H  -2.0497  -0.0243  7.4504
H  -1.2139  1.2041  6.5586
H  -1.8018  -1.6796  5.6919
H  -3.5867  -0.7144  4.0125
H  -3.2495  0.8427  4.8644
H  -3.8633  -0.5758  5.7375
H  -0.5882  0.4193  4.3670
C  1.0082  1.9150  -1.1854
C  0.8922  0.5250  -0.6302
C  -0.5684  0.0309  -0.5497
O  1.5975  -0.2992  -1.5519
H  0.6941  1.7970  -2.2248
H  2.0505  2.3012  -1.1987
H  0.3780  2.6265  -0.7331
H  1.3700  0.4257  0.3422
H  -1.0013  0.0053  -1.5423
H  -1.0868  0.7484  0.0437
H  -0.6106  -0.9531  -0.1371
H  2.5096  -0.0137  -1.7585
C  -4.5895  -4.9717  -0.8711
C  -3.1057  -4.7320  -0.8110
C  -2.3576  -6.0382  -0.5114
O  -2.8017  -4.0027  -1.9930
H  -4.7424  -5.5840  -1.7457
H  -5.0992  -4.0158  -1.1243
H  -4.9960  -5.4485  0.0583
H  -2.9025  -3.9742  -0.0378
H  -2.7526  -6.5490  0.3873
H  -1.2806  -5.8453  -0.3973
H  -2.5372  -6.6767  -1.3703
H  -1.8866  -3.7811  -2.0537
C  -8.5231  4.8477  -4.0011
O  -7.1260  4.6979  -3.5766
C  -6.6633  3.3531  -3.6722
C  -5.5336  3.2092  -2.6728
N  -4.6885  2.0384  -2.8623
C  -3.8745  2.0337  -4.0091
C  -3.0516  0.7753  -3.9696
O  -3.9368  -0.2807  -4.2119
C  -3.3093  -1.6430  -4.2333
H  -8.7534  4.2732  -4.8969
H  -8.7379  5.9028  -4.2200
H  -9.2635  4.4712  -3.2268
H  -6.2660  3.0989  -4.6407
H  -7.4889  2.6933  -3.3576
H  -5.8904  3.1761  -1.6480
H  -4.8902  4.0947  -2.7096
H  -5.2679  1.1932  -2.8160
H  -3.2094  2.8938  -3.9085
H  -4.3148  2.1810  -4.9914
H  -2.5734  0.7382  -2.9682
H  -2.2979  0.8743  -4.7188
H  -4.1224  -2.3298  -4.1192
H  -2.5570  -1.7194  -3.4826
H  -2.8801  -1.6937  -5.2770

***

A cluster of 13 separate species, C48H118N4O13 in total in a non-equilibrium geometry, computed with ωB97M-V/def2-TZVPD.

Computed properties:
Molar mass: 959.487 g mol⁻¹
2S+1: 1
E_LUMO: 0.3 eV
HOMO: -7.6 eV

Positions of all 183 atoms, in Å:
C  6.9076  3.2342  -4.5295
C  7.1131  2.7790  -3.0325
C  7.9272  3.8495  -2.3758
C  7.1728  5.0629  -1.7856
C  6.0455  4.6952  -0.8547
C  5.1043  3.6383  -1.5863
N  5.8172  2.5590  -2.3024
O  5.0229  1.6355  -2.9376
C  4.1162  3.1816  -0.5230
C  4.2705  4.4860  -2.6032
C  8.0007  1.4786  -2.9719
H  6.2799  2.5874  -5.1426
H  7.9023  3.1055  -4.9563
H  6.5668  4.2530  -4.7134
H  8.4035  3.4223  -1.4934
H  8.7413  4.1556  -3.0329
H  6.7442  5.7822  -2.4835
H  7.9283  5.6926  -1.3158
H  5.4022  5.5169  -0.5397
H  6.4799  4.3655  0.0891
H  4.5695  2.6437  0.3097
H  3.3034  3.8370  -0.2103
H  3.5869  2.3035  -0.8929
H  4.9266  4.8550  -3.3916
H  3.5602  3.7938  -3.0553
H  3.7438  5.3538  -2.2062
H  7.3777  0.6147  -3.2036
H  8.2741  1.1543  -1.9678
H  8.9004  1.5084  -3.5864
H  4.8775  1.9488  -3.8333
C  -4.1546  4.2026  0.8175
C  -4.5366  3.5460  2.1351
C  -6.0939  3.5732  2.1733
C  -6.7192  2.6254  3.3175
C  -6.2182  1.2409  3.0821
C  -4.7072  1.1092  2.9343
N  -4.1043  2.1298  2.0664
O  -2.7284  1.9760  1.9090
C  -4.0998  1.0957  4.3867
C  -4.4722  -0.2432  2.2587
C  -3.9266  4.3164  3.2921
H  -3.0875  4.4212  0.7775
H  -4.6847  5.1546  0.7895
H  -4.5096  3.7145  -0.0902
H  -6.4712  4.5675  2.4122
H  -6.5111  3.2534  1.2185
H  -7.8080  2.6586  3.2790
H  -6.4447  2.9065  4.3343
H  -6.7911  0.8738  2.2305
H  -6.5071  0.6515  3.9523
H  -4.2233  2.0128  4.9627
H  -4.5172  0.2271  4.8960
H  -3.0459  0.8241  4.4460
H  -4.8460  -0.3705  1.2428
H  -3.4044  -0.4033  2.1091
H  -4.9142  -1.0677  2.8181
H  -4.2179  5.3601  3.1738
H  -2.8487  4.3767  3.4427
H  -4.2675  3.9103  4.2445
H  -2.3343  2.3609  2.6952
C  2.5732  0.3220  -7.3676
C  1.7234  1.6214  -7.3375
C  0.5408  1.4229  -8.2775
C  -0.5821  2.4778  -7.9992
C  -0.9804  2.4958  -6.5712
C  0.1666  2.7307  -5.6100
N  1.3778  1.8830  -5.8855
O  2.4339  2.0365  -5.1013
C  0.4988  4.2274  -5.6208
C  -0.3195  2.2964  -4.1632
C  2.6485  2.7742  -7.8505
H  2.0566  -0.6309  -7.2528
H  3.3652  0.4843  -6.6365
H  3.1612  0.2592  -8.2833
H  0.9109  1.4255  -9.3027
H  0.1121  0.4792  -7.9401
H  -1.4163  2.1319  -8.6095
H  -0.2486  3.4789  -8.2724
H  -1.3995  1.5160  -6.3422
H  -1.7311  3.2769  -6.4512
H  -0.4133  4.7787  -5.3921
H  1.2477  4.5449  -4.8953
H  0.8243  4.6144  -6.5864
H  -1.3425  2.5211  -3.8613
H  -0.3372  1.2118  -4.0569
H  0.3942  2.7050  -3.4478
H  3.5183  2.8790  -7.2021
H  2.0734  3.6856  -7.6868
H  3.0317  2.7540  -8.8708
H  2.7999  2.8538  -5.4472
C  -1.2702  -2.9430  4.0449
C  -2.1417  -3.9092  4.9218
C  -2.8130  -2.8568  5.8749
C  -4.1142  -3.4044  6.5936
C  -5.0206  -4.0766  5.5679
C  -4.3977  -5.1174  4.5865
N  -3.1676  -4.4747  4.0525
O  -2.6031  -5.1255  2.9922
C  -4.1519  -6.4549  5.3702
C  -5.5330  -5.3036  3.5364
C  -1.3585  -4.9372  5.7338
H  -1.7151  -2.2604  3.3210
H  -0.5082  -3.4284  3.4352
H  -0.7165  -2.3619  4.7824
H  -2.1796  -2.6375  6.7345
H  -3.0130  -1.8773  5.4405
H  -4.5521  -2.5828  7.1605
H  -3.9215  -4.1941  7.3198
H  -5.5243  -3.2964  4.9972
H  -5.6477  -4.7103  6.1950
H  -5.1229  -6.8966  5.5941
H  -3.7608  -7.2387  4.7216
H  -3.5434  -6.4160  6.2737
H  -6.2096  -6.1264  3.7672
H  -6.2957  -4.5563  3.3176
H  -5.2255  -5.6116  2.5370
H  -1.3448  -5.8402  5.1235
H  -1.7316  -5.0743  6.7487
H  -0.3259  -4.6130  5.8639
H  -2.8168  -4.5003  2.2958
O  -3.4458  1.0878  -0.9434
H  -3.9492  1.7860  -1.3621
H  -3.4740  1.2982  -0.0100
O  2.1588  -0.5914  -3.9544
H  2.4618  -0.2100  -3.1304
H  2.0719  0.1553  -4.5469
O  -1.0758  -3.1781  -1.8284
H  -1.1231  -2.2803  -1.4998
H  -0.2455  -3.2165  -2.3032
O  -4.0117  -1.6781  -1.0647
H  -3.4093  -0.9343  -1.0759
H  -4.8037  -1.3519  -1.4921
O  -2.8626  -3.5623  0.5455
H  -2.2912  -3.9500  -0.1173
H  -3.2650  -2.8128  0.1067
C  0.7105  0.8095  -0.5901
C  0.2295  -0.6425  -0.4384
C  -0.0622  -1.1585  0.9583
O  -0.9226  -0.7164  -1.2105
H  -0.0294  1.5702  -0.3408
H  1.0345  0.9777  -1.6171
H  1.5166  1.0670  0.0969
H  0.9977  -1.3126  -0.8243
H  -0.2703  -2.2278  0.9216
H  -0.8390  -0.5899  1.4696
H  0.8064  -1.0147  1.6010
H  -1.2982  0.1657  -1.1605
C  5.1191  -2.0258  -2.2813
C  4.0630  -1.7898  -1.1913
C  4.6640  -2.0132  0.1919
O  3.7923  -0.4312  -1.2547
H  5.5149  -3.0404  -2.2361
H  5.9973  -1.3915  -2.1603
H  4.6678  -1.7698  -3.2398
H  3.1716  -2.4028  -1.3247
H  3.8834  -1.7659  0.9114
H  5.5341  -1.3620  0.2753
H  4.9707  -3.0329  0.4244
H  4.6327  0.0230  -1.3499
C  -0.9889  -7.7536  1.1804
C  0.2913  -7.0689  1.5883
C  0.6522  -5.7810  0.8374
O  0.2774  -6.7569  2.9267
H  -1.1098  -8.8129  1.4069
H  -1.0688  -7.6100  0.1029
H  -1.8661  -7.2303  1.5608
H  1.1332  -7.7477  1.4522
H  -0.1426  -5.0435  0.7258
H  1.0338  -5.9859  -0.1628
H  1.5006  -5.3176  1.3411
H  -0.5331  -6.2661  3.0810
C  -0.1146  0.3145  5.9833
C  0.1806  1.5799  5.1407
C  0.9165  1.1912  3.8707
O  -1.0527  2.3258  4.8608
H  -0.6446  0.5808  6.8978
H  0.8006  -0.2227  6.2322
H  -0.8094  -0.3037  5.4147
H  0.8520  2.2510  5.6763
H  1.0725  1.9703  3.1245
H  0.4167  0.3887  3.3282
H  1.9441  0.9396  4.1330
H  -1.1932  2.9428  5.5828